1.
{
  "formula": "C38H82N4O6",
  "method": "ωB97M-V/def2-TZVPD",
  "e_homo_ha": [-0.1672, -0.2798],
  "lumo_ev": [-2.05, -2.16],
  "homo_lumo_gap_ev": [2.501, 5.454],
  "total_charge": 1,
  "spin_multiplicity": 2,
  "symbols": ["C", "C", "C", "N", "C", "C", "C", "C", "C", "C", "H", "H", "H", "H", "H", "H", "H", "H", "H", "H", "H", "H", "H", "H", "H", "H", "H", "H", "H", "H", "C", "C", "C", "N", "C", "C", "C", "C", "C", "C", "H", "H", "H", "H", "H", "H", "H", "H", "H", "H", "H", "H", "H", "H", "H", "H", "H", "H", "H", "H", "C", "C", "C", "N", "C", "C", "C", "C", "C", "C", "H", "H", "H", "H", "H", "H", "H", "H", "H", "H", "H", "H", "H", "H", "H", "H", "H", "H", "H", "H", "C", "C", "C", "N", "C", "C", "C", "C", "C", "C", "H", "H", "H", "H", "H", "H", "H", "H", "H", "H", "H", "H", "H", "H", "H", "H", "H", "H", "H", "H", "O", "C", "O", "O", "H", "O", "C", "O", "O", "H"],
  "coordinates": [[-11.776, 0.899, -27.458], [-11.922, 1.796, -28.598], [-12.484, 3.193, -28.354], [-12.586, 4.011, -29.658], [-11.191, 4.656, -30.142], [-10.813, 5.843, -29.209], [-11.944, 6.859, -28.937], [-13.196, 6.269, -28.414], [-13.696, 5.066, -29.374], [-13.166, 3.203, -30.837], [-11.366, 1.415, -26.590], [-11.058, 0.104, -27.661], [-12.737, 0.529, -27.102], [-12.587, 1.304, -29.307], [-10.993, 1.787, -29.169], [-11.831, 3.813, -27.740], [-13.414, 3.079, -27.798], [-10.339, 3.977, -30.111], [-11.338, 5.078, -31.136], [-10.412, 5.550, -28.239], [-10.030, 6.451, -29.662], [-11.595, 7.541, -28.162], [-12.084, 7.518, -29.794], [-13.052, 5.845, -27.420], [-13.975, 7.021, -28.544], [-14.603, 4.565, -29.032], [-13.993, 5.508, -30.325], [-13.093, 3.758, -31.772], [-14.063, 2.683, -30.499], [-12.394, 2.443, -30.955], [-7.441, -0.841, -29.183], [-7.169, -0.842, -27.682], [-6.973, 0.593, -27.157], [-6.711, 0.647, -25.665], [-7.005, 2.090, -25.119], [-8.445, 2.351, -24.832], [-9.173, 1.350, -23.928], [-9.045, -0.037, -24.575], [-7.460, -0.337, -24.736], [-5.150, 0.425, -25.487], [-6.696, -0.306, -29.772], [-8.431, -0.406, -29.323], [-7.400, -1.863, -29.561], [-6.176, -1.264, -27.525], [-7.806, -1.536, -27.133], [-7.852, 1.220, -27.307], [-6.252, 1.131, -27.773], [-6.749, 2.838, -25.870], [-6.549, 2.142, -24.131], [-8.866, 2.565, -25.815], [-8.426, 3.355, -24.409], [-10.242, 1.561, -23.896], [-8.721, 1.402, -22.938], [-9.559, 0.017, -25.535], [-9.548, -0.851, -24.052], [-7.205, -1.316, -25.141], [-6.941, -0.370, -23.778], [-4.976, -0.640, -25.644], [-5.017, 0.702, -24.442], [-4.552, 1.016, -26.180], [-13.969, 0.649, -24.268], [-14.672, 1.734, -25.091], [-15.353, 2.697, -24.117], [-16.235, 3.844, -24.716], [-16.526, 4.820, -23.492], [-17.321, 6.011, -24.018], [-16.397, 6.755, -25.105], [-16.001, 5.899, -26.254], [-15.390, 4.515, -25.852], [-17.622, 3.335, -25.224], [-13.317, 1.016, -23.475], [-13.288, 0.106, -24.925], [-14.694, -0.123, -24.011], [-15.404, 1.341, -25.797], [-13.985, 2.313, -25.709], [-14.663, 3.066, -23.359], [-16.040, 2.158, -23.464], [-15.638, 5.182, -22.974], [-17.148, 4.182, -22.865], [-17.375, 6.730, -23.201], [-18.290, 5.769, -24.453], [-15.519, 7.151, -24.594], [-16.898, 7.636, -25.506], [-15.279, 6.360, -26.928], [-16.813, 5.599, -26.918], [-14.372, 4.630, -25.479], [-15.332, 3.750, -26.627], [-18.367, 3.175, -24.445], [-17.311, 2.473, -25.815], [-18.045, 4.071, -25.908], [-9.513, 7.142, -26.201], [-9.972, 8.435, -25.602], [-10.613, 8.318, -24.120], [-11.822, 9.179, -23.864], [-11.583, 10.710, -24.164], [-12.859, 11.601, -23.885], [-13.436, 11.299, -22.467], [-13.536, 9.799, -22.065], [-12.276, 8.992, -22.333], [-12.941, 8.606, -24.811], [-9.126, 7.384, -27.190], [-10.325, 6.418, -26.268], [-8.632, 6.779, -25.672], [-10.661, 8.820, -26.355], [-9.194, 9.194, -25.520], [-9.895, 8.771, -23.436], [-10.871, 7.336, -23.723], [-10.934, 11.118, -23.389], [-11.188, 10.861, -25.169], [-12.757, 12.640, -24.200], [-13.685, 11.284, -24.522], [-12.689, 11.528, -21.707], [-14.298, 11.929, -22.246], [-13.897, 9.707, -21.041], [-14.377, 9.322, -22.567], [-11.473, 9.318, -21.672], [-12.374, 7.914, -22.203], [-13.947, 8.921, -24.535], [-12.926, 7.523, -24.934], [-12.721, 9.041, -25.785], [-12.026, 4.366, -25.040], [-12.003, 4.571, -23.745], [-11.366, 3.717, -23.161], [-12.541, 5.522, -23.182], [-11.558, 3.753, -24.469], [-14.634, 6.568, -20.396], [-13.861, 7.264, -19.540], [-14.302, 8.128, -18.791], [-12.618, 6.964, -19.622], [-13.809, 6.235, -20.757]]
}

=====

2.
{
  "formula": "C25H45NP2RuS",
  "method": "ωB97M-V/def2-TZVPD",
  "e_homo_ha": [-0.3477, -0.3999],
  "lumo_ev": [-1.72, -4.93],
  "homo_lumo_gap_ev": [7.740, 5.946],
  "total_charge": 1,
  "spin_multiplicity": 6,
  "symbols": ["Ru", "C", "C", "C", "C", "C", "C", "H", "H", "H", "C", "H", "H", "H", "C", "H", "H", "H", "C", "H", "H", "H", "C", "H", "H", "H", "C", "C", "C", "C", "C", "C", "C", "C", "H", "H", "H", "H", "H", "H", "H", "H", "H", "H", "H", "H", "P", "C", "H", "H", "H", "C", "H", "H", "H", "C", "H", "H", "H", "P", "C", "H", "H", "H", "C", "H", "H", "H", "C", "H", "H", "H", "S", "C", "N"],
  "coordinates": [[0.197, -0.057, 1.120], [-1.893, 1.623, 0.769], [-2.372, 0.715, -0.194], [-1.908, -0.530, 1.711], [-1.628, 0.893, 1.993], [-2.441, -0.583, 0.367], [-1.845, 3.096, 0.652], [-1.482, 3.410, -0.332], [-1.206, 3.548, 1.416], [-2.853, 3.509, 0.788], [-1.682, 1.470, 3.371], [-1.391, 2.526, 3.379], [-1.039, 0.927, 4.067], [-2.711, 1.406, 3.759], [-2.165, -1.532, 2.779], [-3.231, -1.528, 3.029], [-1.595, -1.306, 3.681], [-1.908, -2.537, 2.444], [-3.135, -1.740, -0.240], [-4.229, -1.581, -0.246], [-2.943, -2.664, 0.317], [-2.810, -1.888, -1.281], [-2.892, 1.101, -1.534], [-3.892, 1.555, -1.456], [-2.948, 0.234, -2.193], [-2.225, 1.837, -2.003], [1.543, 0.422, -2.142], [0.474, 1.225, -2.321], [-0.115, 1.474, -3.679], [-1.017, 0.355, -4.269], [-1.086, -0.935, -3.488], [-0.012, -1.718, -3.332], [1.312, -1.399, -3.975], [2.180, -0.307, -3.294], [0.703, 1.672, -4.396], [-0.653, 0.135, -5.286], [-0.715, 2.399, -3.620], [2.461, 0.433, -4.063], [2.048, 0.329, -1.184], [0.024, 1.782, -1.502], [3.113, -0.775, -2.946], [1.900, -2.329, -4.010], [-0.087, -2.711, -2.879], [1.137, -1.092, -5.019], [-2.035, 0.755, -4.382], [-2.090, -1.279, -3.216], [1.704, 1.678, 1.489], [1.522, 2.686, 3.007], [2.396, 3.337, 3.141], [1.435, 2.045, 3.889], [0.630, 3.318, 2.948], [3.400, 1.023, 1.643], [4.074, 1.772, 2.073], [3.791, 0.721, 0.668], [3.387, 0.151, 2.304], [1.778, 2.942, 0.207], [2.002, 2.482, -0.759], [2.532, 3.702, 0.437], [0.800, 3.427, 0.125], [1.039, -2.197, 0.836], [-0.131, -3.231, -0.072], [0.363, -4.128, -0.464], [-0.529, -2.649, -0.909], [-0.954, -3.531, 0.584], [2.537, -2.159, -0.182], [2.261, -1.941, -1.219], [3.076, -3.111, -0.132], [3.197, -1.361, 0.173], [1.473, -3.235, 2.285], [1.836, -4.225, 1.979], [0.595, -3.366, 2.928], [2.247, -2.744, 2.884], [0.727, -0.711, 5.759], [0.865, -0.567, 4.198], [1.085, -0.469, 3.014]]
}

=====

3.
{
  "formula": "C28H31F8MgN2O2",
  "method": "ωB97M-V/def2-TZVPD",
  "e_homo_ha": -0.1331,
  "lumo_ev": 2.69,
  "homo_lumo_gap_ev": 6.315,
  "total_charge": -1,
  "symbols": ["Mg", "C", "C", "C", "C", "C", "C", "C", "C", "C", "C", "H", "H", "H", "H", "H", "H", "H", "H", "H", "H", "H", "H", "H", "H", "H", "F", "C", "C", "C", "C", "C", "F", "C", "C", "C", "C", "C", "C", "N", "H", "H", "H", "H", "H", "H", "C", "N", "C", "C", "O", "H", "H", "H", "H", "H", "H", "H", "C", "C", "O", "C", "F", "F", "F", "C", "F", "F", "F", "H", "H", "H"],
  "coordinates": [[-0.503, -0.387, -0.151], [-1.201, 2.005, 0.891], [-2.378, 1.438, 1.410], [-3.137, 0.921, 0.334], [-2.433, 1.167, -0.861], [-1.213, 1.827, -0.523], [-0.296, 2.513, -1.508], [-3.027, 1.112, -2.239], [-4.500, 0.298, 0.437], [-2.741, 1.339, 2.864], [-0.213, 2.831, 1.665], [0.700, 2.674, -1.085], [-0.681, 3.496, -1.813], [-0.148, 1.928, -2.421], [-2.260, 1.143, -3.018], [-3.681, 1.976, -2.414], [-3.631, 0.217, -2.406], [-4.637, -0.510, -0.289], [-5.305, 1.024, 0.259], [-4.676, -0.125, 1.431], [-1.873, 1.524, 3.503], [-3.120, 0.341, 3.122], [-3.516, 2.057, 3.158], [0.731, 2.948, 1.128], [0.036, 2.389, 2.637], [-0.607, 3.836, 1.855], [4.378, 1.397, 2.091], [3.209, 0.715, 2.235], [2.360, 0.574, 1.163], [1.147, -0.121, 1.282], [0.850, -0.677, 2.555], [1.747, -0.498, 3.602], [1.491, -1.002, 4.844], [2.934, 0.191, 3.482], [-0.437, -1.442, 2.696], [-0.833, -2.162, 3.829], [-2.033, -2.846, 3.820], [-2.835, -2.821, 2.692], [-2.384, -2.095, 1.608], [-1.231, -1.419, 1.611], [2.654, 1.030, 0.218], [3.603, 0.311, 4.323], [-0.201, -2.191, 4.700], [-2.336, -3.407, 4.697], [-3.778, -3.351, 2.642], [-2.955, -2.046, 0.688], [2.434, -2.603, -0.411], [3.222, -1.771, -1.313], [4.556, -2.230, -1.646], [2.691, -0.730, -1.979], [1.572, -0.290, -1.825], [2.523, -3.647, -0.722], [1.386, -2.312, -0.465], [2.789, -2.494, 0.614], [5.074, -2.518, -0.731], [5.126, -1.431, -2.118], [4.532, -3.095, -2.316], [3.398, -0.282, -2.696], [-1.130, -1.759, -3.511], [-1.096, -2.654, -2.264], [-0.751, -2.014, -1.128], [-2.506, -3.288, -2.082], [-2.983, -3.896, -3.187], [-2.550, -4.190, -1.092], [-3.395, -2.328, -1.767], [-0.063, -3.780, -2.532], [-0.396, -4.572, -3.571], [0.140, -4.578, -1.481], [1.133, -3.233, -2.837], [-1.937, -1.037, -3.398], [-1.284, -2.323, -4.431], [-0.186, -1.219, -3.557]]
}